{
  "formula": "C3H10OS2",
  "method": "ωB97M-V/def2-TZVPD",
  "symbols": ["S", "S", "O", "C", "C", "C", "H", "H", "H", "H", "H", "H", "H", "H", "H", "H"],
  "coordinates": [[-0.260755, -0.108849, -0.083069], [0.224104, -2.084488, -0.107331], [-5.038272, -0.691293, 2.043701], [2.748349, 2.700946, -0.896331], [0.930859, 0.872621, -1.060225], [2.043392, 1.478375, -0.213165], [-5.516490, -0.095530, 1.449597], [0.312671, 1.533439, -1.656923], [2.821037, 0.711920, -0.155135], [2.721564, 3.592023, -0.282822], [2.087139, 3.011170, -1.712623], [-4.445729, -1.087502, 1.386975], [1.119803, -2.205934, 0.919015], [3.746514, 2.466552, -1.252385], [1.812552, 1.752730, 0.803348], [1.399395, 0.239991, -1.752938]],
  "atomic_forces_ev_per_a": [[-0.903, 2.353, 0.202], [0.948, -2.191, -0.029], [-0.050, 0.123, -0.966], [-1.509, -0.267, -0.200], [-0.577, 0.090, 1.221], [1.443, 0.621, -0.790], [-0.167, 0.108, 0.470], [0.073, 0.677, 0.217], [-0.205, -0.150, 0.346], [0.498, 0.056, 0.518], [0.448, -0.138, -0.428], [0.255, -0.230, 0.509], [-0.153, 0.006, -0.154], [0.036, 0.195, -0.076], [-0.682, -0.106, 0.250], [0.545, -1.147, -1.091]],
  "mulliken_spin": [0.70, 0.24, 0.01, 0.00, -0.07, -0.04, 0.00, 0.08, 0.03, 0.00, 0.00, 0.00, 0.01, -0.01, 0.03, 0.01],
  "molar_mass_g_mol": 126.2,
  "relative_energy_kcal_mol": 38.78,
  "gap_ev": [2.4783, 7.9863],
  "homo_energy_ev": [0.6, -4.9],
  "spin_multiplicity": 2,
  "lumo_ev": [3.1, 3.1],
  "total_charge": -1
}